1.
{"formula": "C11H25FNO10P4", "method": "ωB97M-V/def2-TZVPD", "species": ["H", "C", "C", "H", "H", "O", "H", "O", "C", "P", "H", "H", "H", "H", "H", "H", "C", "H", "C", "H", "P", "O", "H", "O", "C", "H", "C", "H", "C", "P", "H", "C", "C", "F", "H", "N", "H", "H", "H", "H", "H", "O", "H", "O", "H", "O", "O", "P", "H", "C", "O", "O"], "coordinates": [[-0.0794, 1.6602, 6.0670], [0.8181, 1.3851, 6.6327], [-1.1713, 0.1629, -0.8086], [-0.2108, 0.2931, -0.2491], [1.2665, 2.2957, 7.0273], [-2.3426, -3.3904, -1.5136], [0.1751, -0.3139, 4.9935], [-4.5220, -1.2558, -1.7956], [-4.1167, -0.5854, -2.6518], [-2.3339, -0.1119, -5.3558], [3.6775, 1.1204, 1.6801], [3.5833, 2.7930, 2.3076], [0.9587, -0.1469, -6.0122], [-1.2359, 1.3977, -2.6803], [-0.0903, 0.0336, -2.6692], [1.4326, -1.2526, 5.8512], [-1.1209, 0.3265, -2.3461], [3.0430, -0.6245, 3.9574], [1.9584, -0.6681, 3.8525], [6.0168, 0.7190, 4.2333], [-2.3100, -0.7682, -3.2663], [-0.5260, -2.7007, -6.0125], [-4.9602, 0.1857, -4.2964], [-0.1857, -3.1100, -3.0232], [1.2521, -0.4109, 5.1713], [1.6377, 1.9972, 3.7938], [1.9224, 1.5389, 2.8463], [-0.0006, -3.8732, -3.6036], [-2.3166, -0.0781, -0.0380], [-0.8843, -1.2013, -6.5689], [-1.5446, -3.3019, -0.9483], [-4.4083, 1.7304, -3.1211], [5.4932, 0.9983, 3.3204], [-4.4100, 2.2914, -1.9068], [0.5489, 0.7291, 7.4661], [-4.9469, 0.4307, -3.2988], [-1.1552, -3.3152, -6.4419], [5.4595, 0.1251, 2.6596], [-2.5957, -1.0778, 0.3679], [1.3485, 2.0460, 2.0650], [6.0342, 1.8171, 2.8349], [-1.5217, -1.3644, -7.8847], [-1.8442, 1.2325, -5.2990], [1.7650, 0.7591, 5.7906], [-3.0301, 0.7465, 0.2178], [4.1861, 1.4047, 3.6732], [-3.9779, 2.3575, -4.0136], [-1.8304, -2.9355, -3.0295], [1.7130, -1.6858, 3.5370], [3.3967, 1.7373, 2.5431], [1.5093, 0.1714, 2.7889], [0.4760, -0.3139, -6.8438]], "mulliken_charge": [0.33, -0.78, -0.30, 0.36, 0.24, -0.39, 0.35, -0.25, 0.06, -0.11, 0.33, 0.43, 0.33, 0.50, 0.43, 0.41, -0.57, 0.15, -0.37, 0.24, 0.72, -0.46, 0.41, -0.42, -0.58, 0.15, -0.33, 0.37, -0.76, 0.83, 0.33, 0.53, -0.79, -0.20, 0.33, -0.25, 0.35, 0.34, 0.23, 0.39, 0.33, -0.59, 0.17, -0.27, 0.30, -0.26, -0.38, 0.23, 0.39, -0.63, -0.39, -0.45], "e_homo_ha": -0.404, "charge": 1, "energy_ha": -2706.1885, "lumo_energy_ev": -4.8883}



2.
{"formula": "C11H25N3OPRuSe3Te", "method": "ωB97M-V/def2-TZVPD", "species": ["H", "H", "H", "H", "C", "N", "H", "H", "P", "H", "N", "H", "O", "C", "H", "Se", "H", "H", "H", "Te", "H", "H", "Ru", "C", "C", "C", "H", "C", "C", "H", "H", "C", "H", "N", "C", "H", "H", "C", "H", "H", "H", "Se", "H", "H", "Se", "C"], "coordinates": [[-1.8384, -3.2218, 1.7220], [-1.5361, 0.2572, 1.7962], [3.2430, 3.1756, -1.3509], [3.0360, 2.6743, 1.4335], [3.4191, 3.4856, -0.3238], [-1.6905, 1.2638, -2.0500], [0.3817, -2.0601, -0.0783], [-0.8956, -5.4991, 0.0148], [0.0896, 0.8337, 0.0541], [-3.7059, 0.9247, -1.6789], [-2.6832, 0.7635, 0.1199], [1.0156, -1.9594, 1.6708], [2.7794, 2.5256, 0.5159], [-2.7410, 0.5576, -1.3245], [-2.6150, 2.3493, 1.4770], [3.3278, 0.2307, -2.1428], [-0.3021, 2.9128, 1.2870], [-0.6710, -3.3580, 3.0465], [-3.6918, 2.5802, 0.0819], [3.7689, -2.0252, -1.1014], [-0.9689, 3.2141, -2.2398], [4.4952, 3.5142, -0.1484], [2.3674, -0.0461, 0.1979], [-1.0129, -3.8192, 2.1190], [-0.3495, 2.6361, 0.2323], [0.1296, -3.9140, 1.0935], [3.0006, 4.4828, -0.1685], [-0.3628, -4.5701, -0.1960], [0.7092, -2.5618, 0.8231], [0.3873, 1.2852, -2.3104], [-2.6725, -0.5111, -1.5360], [-1.5092, 0.1277, 0.7120], [-0.3112, -0.3132, -2.0911], [-1.6775, 2.9517, -0.2908], [-2.7213, 2.1971, 0.4019], [0.4696, -4.7950, -0.8650], [0.9043, -4.5482, 1.5413], [-1.7723, 2.6851, -1.7248], [-1.5336, -0.9432, 0.5059], [0.4027, 3.2152, -0.3029], [-1.0498, -3.9008, -0.7226], [5.1747, -1.4993, 0.9705], [-2.7333, 3.0601, -2.0798], [-1.3970, -4.8163, 2.3442], [3.7076, -0.2664, 2.3245], [-0.3669, 0.7243, -1.7588]], "mulliken_charge": [0.27, 0.46, 0.20, 0.21, -0.71, 0.16, 0.46, 0.42, 1.66, 0.28, 0.07, 0.41, -0.13, -0.91, 0.41, -0.46, 0.43, 0.36, 0.32, -0.05, 0.39, 0.30, -0.06, -1.43, -0.93, 0.82, 0.28, -1.42, -1.12, 0.37, 0.39, -0.81, 0.31, 0.13, -0.95, 0.32, 0.31, -0.93, 0.34, 0.36, 0.27, -0.14, 0.28, 0.44, -0.52, -0.86], "e_homo_ha": [-0.243, -0.263], "relative_energy_kj_mol": 49.4, "multiplicity": 6, "energy_ha": -8582.0920, "lumo_energy_ev": [-0.2629, -1.0911]}



- Which formula does entry 2 have?
  C11H25N3OPRuSe3Te